[1]
Here is 3 unconnected molecules or ions with the total composition C3H12O4 from the Open Molecules 2025 dataset. Energies are from ωB97M-V/def2-TZVPD.

```
19
Properties=species:S:1:pos:R:3
C 0.147 -1.156 1.825
O -0.123 -2.103 2.855
C -0.500 -1.679 0.544
C -0.131 -0.944 -0.737
O 1.023 -0.162 -0.619
H -0.329 -0.218 2.082
H 1.209 -0.995 1.632
H -0.176 -1.627 3.685
H -0.255 -2.749 0.495
H -1.584 -1.721 0.675
H -0.075 -1.709 -1.533
H -1.013 -0.399 -1.105
H 1.296 0.160 -1.488
H -3.433 3.453 0.511
H -3.639 3.550 -0.946
O -2.980 3.231 -0.313
H 1.996 2.026 -3.326
H 2.985 0.908 -3.123
O 2.717 1.753 -2.744
```

## Properties
HOMO-LUMO gap, eV: 10.31
Net charge: 0
Structure (SMILES): OCCCO.O.O
Highest occupied orbital energy, eV: -9.77

In the Mulliken picture, each atom carries the following charge in e: number 1, C, carries -0.359; number 2, O, carries -0.521; number 3, C, carries -0.627; number 4, C, carries -0.304; number 5, O, carries -0.464; number 6, H, carries 0.282; number 7, H, carries 0.256; number 8, H, carries 0.312; number 9, H, carries 0.290; number 10, H, carries 0.314; number 11, H, carries 0.302; number 12, H, carries 0.298; number 13, H, carries 0.229; number 14, H, carries 0.316; number 15, H, carries 0.316; number 16, O, carries -0.631; number 17, H, carries 0.326; number 18, H, carries 0.319; number 19, O, carries -0.655

[2]
Here is a molecular structure, C22H38AsBrF5NO8P2Si3V from the Open Molecules 2025 dataset. Energies are from ωB97M-V/def2-TZVPD.

```
82
Properties=species:S:1:pos:R:3
V -0.724 -0.217 0.716
C -1.478 0.121 5.061
C -0.965 0.157 3.632
O -1.891 -0.444 2.694
P 0.631 -0.691 3.394
O 1.623 -0.237 4.530
O 0.263 -2.192 3.737
O 1.122 -0.447 2.019
P -0.597 1.863 3.033
O -1.851 2.761 3.476
O 0.644 2.273 3.740
O -0.682 1.724 1.533
H -1.544 -0.901 5.439
H -2.468 0.576 5.100
H -0.804 0.681 5.709
H -2.016 -1.374 2.939
H 1.732 0.735 4.454
H 0.816 -2.859 3.307
H -1.609 3.387 4.167
F -3.035 -7.025 1.692
C -2.455 -5.841 1.466
C -3.215 -4.734 1.140
F -4.545 -4.844 1.059
C -2.613 -3.511 0.905
F -3.402 -2.448 0.638
C -1.218 -3.331 0.955
O -0.616 -2.208 0.718
C -0.490 -4.475 1.329
F 0.842 -4.351 1.502
C -1.080 -5.698 1.570
F -0.331 -6.749 1.921
C 1.182 -2.158 -3.238
Si 1.133 -0.269 -3.306
C -0.338 0.385 -4.306
C 2.664 0.255 -4.273
As 1.007 0.530 -1.083
Si 3.221 0.296 -0.243
C 3.457 1.333 1.312
C 3.461 -1.541 0.062
C 4.568 0.839 -1.449
Si 0.738 2.868 -1.393
C 1.509 3.838 0.014
C 1.519 3.491 -2.989
C -1.113 3.193 -1.490
H 0.529 -2.591 -4.000
H 0.890 -2.565 -2.269
H 2.199 -2.499 -3.449
H -0.841 -0.429 -4.831
H 0.033 1.087 -5.058
H -1.094 0.904 -3.715
H 2.500 -0.133 -5.286
H 3.589 -0.186 -3.906
H 2.797 1.333 -4.357
H 2.531 1.662 1.778
H 4.070 2.209 1.091
H 3.996 0.724 2.044
H 2.857 -1.903 0.894
H 4.519 -1.724 0.277
H 3.198 -2.126 -0.822
H 4.352 1.759 -1.993
H 4.808 0.063 -2.178
H 5.470 1.016 -0.855
H 2.592 3.903 -0.106
H 1.291 3.438 1.002
H 1.112 4.858 -0.037
H 2.583 3.260 -3.059
H 1.419 4.581 -3.007
H 1.023 3.101 -3.880
H -1.572 3.114 -0.503
H -1.624 2.497 -2.159
H -1.278 4.204 -1.873
Br -2.099 -1.707 -2.214
C -3.032 -0.265 -1.439
C -4.138 0.225 -2.115
C -4.881 1.228 -1.517
C -4.516 1.655 -0.250
C -3.401 1.098 0.342
N -2.615 0.191 -0.263
H -4.397 -0.184 -3.080
H -5.740 1.645 -2.025
H -5.083 2.399 0.290
H -3.098 1.393 1.335
```

## Properties
HOMO-LUMO gap (spin up / spin down), eV: 7.07 / 6.40
Net charge: 0
Highest occupied orbital energy (spin up / spin down), eV: -6.89 / -6.22
Spin multiplicity: 2

In the Mulliken picture, each atom carries the following charge in e: number 1, V, carries 1.093; number 2, C, carries -1.876; number 3, C, carries 0.748; number 4, O, carries -0.483; number 5, P, carries 0.200; number 6, O, carries -0.603; number 7, O, carries -0.576; number 8, O, carries -0.156; number 9, P, carries 1.028; number 10, O, carries -0.557; number 11, O, carries -1.014; number 12, O, carries -0.546; number 13, H, carries 0.473; number 14, H, carries 0.409; number 15, H, carries 0.393; number 16, H, carries 0.248; number 17, H, carries 0.408; number 18, H, carries 0.332; number 19, H, carries 0.386; number 20, F, carries -0.318; number 21, C, carries 0.608; number 22, C, carries 0.007; number 23, F, carries -0.312; number 24, C, carries -0.210; number 25, F, carries -0.323; number 26, C, carries 0.113; number 27, O, carries 0.335; number 28, C, carries -0.190; number 29, F, carries -0.396; number 30, C, carries 0.193; number 31, F, carries -0.303; number 32, C, carries -1.008; number 33, Si, carries 0.552; number 34, C, carries -0.946; number 35, C, carries -1.264; number 36, As, carries 0.441; number 37, Si, carries 0.954; number 38, C, carries -0.938; number 39, C, carries -0.919; number 40, C, carries -1.299; number 41, Si, carries 0.575; number 42, C, carries -1.103; number 43, C, carries -1.068; number 44, C, carries -0.640; number 45, H, carries 0.408; number 46, H, carries 0.072; number 47, H, carries 0.359; number 48, H, carries 0.447; number 49, H, carries 0.394; number 50, H, carries 0.098; number 51, H, carries 0.383; number 52, H, carries 0.336; number 53, H, carries 0.308; number 54, H, carries -0.139; number 55, H, carries 0.432; number 56, H, carries 0.453; number 57, H, carries -0.001; number 58, H, carries 0.485; number 59, H, carries 0.204; number 60, H, carries 0.265; number 61, H, carries 0.361; number 62, H, carries 0.405; number 63, H, carries 0.252; number 64, H, carries 0.115; number 65, H, carries 0.412; number 66, H, carries 0.245; number 67, H, carries 0.400; number 68, H, carries 0.250; number 69, H, carries -0.027; number 70, H, carries 0.067; number 71, H, carries 0.533; number 72, Br, carries -0.030; number 73, C, carries 0.048; number 74, C, carries -0.788; number 75, C, carries -0.434; number 76, C, carries -0.977; number 77, C, carries -0.478; number 78, N, carries 1.021; number 79, H, carries 0.483; number 80, H, carries 0.433; number 81, H, carries 0.495; number 82, H, carries 0.261

[3]
Here is 2 unconnected molecules or ions with the total composition H6OSi2 from the Open Molecules 2025 dataset. Energies are from ωB97M-V/def2-TZVPD.

```
9
Properties=species:S:1:pos:R:3
O -1.087 -0.851 1.281
Si 0.102 1.413 -1.659
Si -0.269 -1.745 2.170
H -0.790 1.164 -2.761
H 0.700 2.774 -2.150
H 1.392 0.686 -1.674
H -0.721 -2.426 3.423
H -0.527 0.908 -0.452
H 1.199 -1.924 1.821
```

## Properties
HOMO-LUMO gap, eV: 10.14
Net charge: 0
Structure (SMILES): O=[SiH2].[SiH4]
Highest occupied orbital energy, eV: -10.64

In the Mulliken picture, each atom carries the following charge in e: number 1, O, carries -0.355; number 2, Si, carries 0.374; number 3, Si, carries 0.444; number 4, H, carries -0.104; number 5, H, carries -0.075; number 6, H, carries -0.106; number 7, H, carries -0.048; number 8, H, carries -0.078; number 9, H, carries -0.052

[4]
Here is a single C5H13NO molecule from the Open Molecules 2025 dataset. Energies are from ωB97M-V/def2-TZVPD.

```
20
Properties=species:S:1:pos:R:3
C 0.590 1.961 0.319
N 0.259 1.141 -0.832
C -2.070 -0.026 0.891
C -0.666 -0.574 0.749
C -0.027 -0.277 -0.618
C 1.261 -1.083 -0.752
O 0.965 -2.471 -0.880
H 0.861 2.947 -0.020
H -0.267 2.106 0.986
H 1.387 1.594 0.965
H 0.979 1.274 -1.530
H -2.652 -0.503 1.668
H -2.625 -0.104 -0.043
H -2.077 1.042 1.101
H -0.674 -1.666 0.787
H 0.058 -0.262 1.500
H -0.696 -0.587 -1.422
H 1.892 -0.721 -1.574
H 1.872 -0.912 0.154
H 1.631 -2.880 -1.449
```

## Properties
HOMO-LUMO gap, eV: 9.43
Net charge: 0
Structure (SMILES): CC[C@H](CO)NC
Highest occupied orbital energy, eV: -8.54

In the Mulliken picture, each atom carries the following charge in e: number 1, C, carries -0.844; number 2, N, carries -0.350; number 3, C, carries -1.175; number 4, C, carries -0.756; number 5, C, carries 0.199; number 6, C, carries -0.695; number 7, O, carries -0.515; number 8, H, carries 0.374; number 9, H, carries 0.195; number 10, H, carries 0.282; number 11, H, carries 0.288; number 12, H, carries 0.371; number 13, H, carries 0.303; number 14, H, carries 0.276; number 15, H, carries 0.399; number 16, H, carries 0.364; number 17, H, carries 0.346; number 18, H, carries 0.437; number 19, H, carries 0.198; number 20, H, carries 0.302

[5]
Here is a single C5H8FNO molecule from the Open Molecules 2025 dataset. Energies are from ωB97M-V/def2-TZVPD.

```
16
Properties=species:S:1:pos:R:3
C -1.351 -0.453 0.132
C -1.473 -1.479 -0.675
C -0.971 0.981 -0.291
C 1.458 0.772 -0.044
C 1.648 -0.623 0.554
H -1.602 -2.547 -0.352
H -1.381 -1.398 -1.726
H -1.822 1.594 -0.029
H -0.857 1.015 -1.376
H 0.156 1.536 1.318
H 2.392 1.343 0.245
H 1.455 0.664 -1.120
H 1.032 -0.886 1.489
N 0.267 1.461 0.306
O 2.518 -1.405 0.133
F -1.469 -0.574 1.436
```

## Properties
HOMO-LUMO gap, eV: 10.12
Net charge: 0
Structure (SMILES): C=C(F)CNCC=O
Highest occupied orbital energy, eV: -9.17

In the Mulliken picture, each atom carries the following charge in e: number 1, C, carries 0.537; number 2, C, carries -0.739; number 3, C, carries -0.701; number 4, C, carries -0.455; number 5, C, carries 0.133; number 6, H, carries 0.256; number 7, H, carries 0.272; number 8, H, carries 0.318; number 9, H, carries 0.350; number 10, H, carries 0.289; number 11, H, carries 0.302; number 12, H, carries 0.261; number 13, H, carries 0.269; number 14, N, carries -0.303; number 15, O, carries -0.516; number 16, F, carries -0.272

[6]
Here is 4 unconnected molecules or ions with the total composition C2H12NO3 from the Open Molecules 2025 dataset. Energies are from ωB97M-V/def2-TZVPD.

```
18
Properties=species:S:1:pos:R:3
C 1.476 0.735 -1.019
C -0.910 0.855 -1.048
N 0.165 0.190 -1.239
H 1.778 0.758 0.036
H 2.146 0.015 -1.497
H 1.671 1.711 -1.450
H -0.726 1.888 -0.732
H -1.895 0.407 -1.074
H 0.015 -0.802 -1.529
H 0.258 -0.007 4.346
H 1.144 -0.108 3.154
O 0.216 0.035 3.393
H 0.711 -3.080 -2.162
H -0.789 -2.929 -1.995
O 0.009 -2.410 -2.102
H -2.424 1.307 1.499
H -1.242 0.589 2.145
O -1.604 0.844 1.275
```

## Properties
HOMO-LUMO gap, eV: 11.39
Net charge: +1
Highest occupied orbital energy, eV: -15.06

In the Mulliken picture, each atom carries the following charge in e: number 1, C, carries -0.815; number 2, C, carries -0.093; number 3, N, carries 0.094; number 4, H, carries 0.294; number 5, H, carries 0.316; number 6, H, carries 0.350; number 7, H, carries 0.283; number 8, H, carries 0.291; number 9, H, carries 0.279; number 10, H, carries 0.313; number 11, H, carries 0.292; number 12, O, carries -0.630; number 13, H, carries 0.308; number 14, H, carries 0.316; number 15, O, carries -0.668; number 16, H, carries 0.324; number 17, H, carries 0.311; number 18, O, carries -0.566